Here is 3 unconnected molecules or ions with the total composition C3H12O2S in a non-equilibrium geometry from OMol25. Energies are from wB97M-V/def2-TZVPD.

Geometry (Å):
C 0.379 0.923 -1.554
C 1.265 0.294 -0.450
C 0.981 0.975 0.864
S 1.921 0.158 2.237
H 0.346 0.195 -2.362
H 0.923 1.769 -1.954
H -0.608 1.158 -1.201
H 1.061 -0.777 -0.361
H 2.303 0.376 -0.764
H -0.033 0.785 1.171
H 1.267 2.009 0.841
H 1.145 0.512 3.270
O -1.132 -2.430 0.285
H -0.361 -1.870 0.467
H -1.453 -2.768 1.129
O -2.548 -0.046 -0.540
H -3.442 -0.402 -0.501
H -2.013 -0.861 -0.577

Relative energy (zero: lowest compared OMol25 entry of this formula, charge and spin) in kJ/mol: 31.3
SMILES string: CCCS.O.O
DFT total energy in Ha: -670.151745
HOMO-LUMO gap in eV: 9.73
HOMO level in Eh: -0.336

These are the natural (NBO) partial charges, in e, on atoms 1 to 5:
1. C -0.61
2. C -0.40
3. C -0.48
4. S -0.09
5. H 0.21



Here is 3 unconnected molecules or ions with the total composition C3H12O2S2 in a non-equilibrium geometry from OMol25. Energies are from wB97M-V/def2-TZVPD.

Geometry (Å):
C -0.323 -0.258 1.791
C -1.046 -0.522 3.101
C 0.442 -1.400 1.126
S 1.280 -0.981 -0.422
S -0.594 -0.342 -1.478
H -1.115 0.127 1.151
H 0.384 0.592 1.766
H -2.066 -0.910 2.932
H -1.166 0.486 3.485
H -0.573 -1.219 3.796
H 1.149 -1.804 1.842
H -0.333 -2.129 0.813
H -0.228 0.803 -2.037
H -2.608 5.307 -1.550
H -1.830 6.558 -1.433
O -2.560 6.187 -1.941
H 3.110 -3.615 -4.767
H 4.239 -3.759 -3.792
O 3.837 -3.119 -4.384

Relative energy (zero: lowest compared OMol25 entry of this formula, charge and spin) in kJ/mol: 69.9
DFT total energy in Ha: -1068.319190
2S+1: 2
HOMO-LUMO gap (spin up / spin down) in eV: 3.32 / 6.21
HOMO level (spin up / spin down) in Eh: -0.009 / -0.117
⟨S²⟩: 0.7541
Total charge: -1

These are the natural (NBO) partial charges, in e, on atoms 1 to 5:
1. C -0.43
2. C -0.61
3. C -0.54
4. S -0.27
5. S -0.63



Here is 3 unconnected molecules or ions with the total composition C3H12O2S2 in a non-equilibrium geometry from OMol25. Energies are from wB97M-V/def2-TZVPD.

Geometry (Å):
C -1.210 0.096 0.844
C -0.154 0.091 -0.265
C 0.692 -1.156 -0.234
S 1.937 -1.240 -1.559
S 3.234 0.293 -1.069
H -0.728 0.059 1.821
H -1.798 1.006 0.801
H -1.869 -0.763 0.735
H 0.455 0.991 -0.159
H -0.642 0.171 -1.240
H 0.077 -2.049 -0.374
H 1.214 -1.291 0.715
H 2.623 1.307 -1.691
O 2.202 0.574 2.181
H 2.580 0.599 1.296
H 2.897 0.813 2.784
O -3.623 -0.083 -1.325
H -4.313 -0.271 -1.940
H -3.576 0.853 -1.321

Relative energy (zero: lowest compared OMol25 entry of this formula, charge and spin) in kJ/mol: 29.1
SMILES string: CCCSS.O.O
DFT total energy in Ha: -1068.353132
HOMO-LUMO gap in eV: 9.60
HOMO level in Eh: -0.335

These are the natural (NBO) partial charges, in e, on atoms 1 to 5:
1. C -0.60
2. C -0.42
3. C -0.53
4. S 0.10
5. S -0.17



Here is 3 unconnected molecules or ions with the total composition C3H12O2S2 in a non-equilibrium geometry from OMol25. Energies are from wB97M-V/def2-TZVPD.

Geometry (Å):
C 0.025 -0.447 -2.033
C 1.545 -0.253 -2.045
S 2.069 1.299 -1.313
S 2.116 0.985 0.637
C 0.444 1.310 1.255
H -0.478 0.460 -2.378
H -0.346 -0.421 -1.001
H -0.161 -1.369 -2.619
H 2.081 -1.078 -1.538
H 1.899 -0.215 -3.069
H -0.415 0.842 0.725
H 0.323 1.039 2.293
H 0.150 2.359 1.174
O -2.299 0.134 1.222
H -2.462 1.060 1.432
H -3.103 -0.154 0.776
O -0.319 -2.183 2.233
H -1.011 -1.756 2.741
H -0.057 -1.612 1.508

Relative energy (zero: lowest compared OMol25 entry of this formula, charge and spin) in kJ/mol: 75.8
SMILES string: CCSSC.O.O
DFT total energy in Ha: -1068.335334
HOMO-LUMO gap in eV: 9.15
HOMO level in Eh: -0.325

These are the natural (NBO) partial charges, in e, on atoms 1 to 5:
1. C -0.63
2. C -0.55
3. S 0.10
4. S 0.10
5. C -0.80



Here is 3 unconnected molecules or ions with the total composition C3H12O3 from OMol25. Energies are from wB97M-V/def2-TZVPD.

Geometry (Å):
C 0.185 2.624 -0.429
O 0.234 3.180 -1.738
H 0.635 3.320 0.280
H -0.855 2.504 -0.112
H 0.716 1.678 -0.332
H 0.232 2.451 -2.361
C 0.519 -0.576 2.440
O -0.426 0.069 1.600
H 0.117 -0.640 3.445
H 0.727 -1.604 2.106
H 1.484 -0.060 2.403
H -0.303 -0.229 0.689
C -0.698 -2.453 -1.269
O -0.170 -1.160 -0.946
H 0.096 -3.085 -1.668
H -1.080 -2.888 -0.351
H -1.515 -2.382 -1.987
H 0.101 -0.749 -1.771

Relative energy (zero: lowest compared OMol25 entry of this formula, charge and spin) in kJ/mol: 132.7
SMILES string: CO.CO.CO
DFT total energy in Ha: -347.158043
HOMO-LUMO gap in eV: 10.20
HOMO level in Eh: -0.363

These are the natural (NBO) partial charges, in e, on atoms 1 to 5:
1. C -0.25
2. O -0.72
3. H 0.18
4. H 0.17
5. H 0.16



Here is 3 unconnected molecules or ions with the total composition C3H12O3 in a non-equilibrium geometry from OMol25. Energies are from wB97M-V/def2-TZVPD.

Geometry (Å):
C 1.846 1.546 -0.705
C 0.344 1.440 -0.599
C -0.298 0.350 -1.370
O -0.135 0.218 -2.784
H 2.201 1.504 -1.789
H 2.335 2.409 -0.398
H 2.383 0.759 -0.089
H -0.016 2.424 -0.893
H 0.083 1.265 0.474
H -1.323 0.116 -1.181
H 0.339 -0.515 -1.164
H -0.634 1.060 -3.032
O -1.285 -1.680 3.938
H -1.495 -0.787 3.993
H -1.177 -1.750 3.017
O -1.009 -2.490 0.843
H -1.470 -2.874 0.197
H -0.689 -2.995 1.540

Relative energy (zero: lowest compared OMol25 entry of this formula, charge and spin) in kJ/mol: 147.0
SMILES string: CCCO.O.O
DFT total energy in Ha: -347.152570
HOMO-LUMO gap in eV: 11.09
HOMO level in Eh: -0.384

These are the natural (NBO) partial charges, in e, on atoms 1 to 5:
1. C -0.61
2. C -0.44
3. C -0.08
4. O -0.70
5. H 0.21